(1)
The following is a quantum chemistry calculation of a structure of composition C5H9N2 at a distorted geometry, from OMol25.

## Properties
- Net charge: +1
- HOMO-LUMO gap: 11.07 eV
- Lowest unoccupied orbital energy: -3.08 eV

```
16
Properties=species:S:1:pos:R:3:nbo_charge:R:1
C 1.303 0.939 0.380 -0.263
C 0.134 0.223 1.051 -0.233
C 0.123 -1.246 0.618 -0.238
C 0.279 -0.910 -0.754 -0.089
C -0.793 -0.197 -0.012 0.097
N -2.568 0.251 -0.482 -0.698
N 1.326 0.247 -0.931 -0.498
H 0.961 1.967 0.345 0.243
H 2.188 0.883 1.039 0.250
H -0.213 0.616 2.103 0.289
H -0.166 -2.074 1.181 0.277
H 0.288 -1.562 -1.622 0.278
H -3.069 -0.607 -0.584 0.360
H -2.856 0.542 0.485 0.362
H 0.842 0.817 -1.550 0.429
H 2.222 0.111 -1.268 0.434
```

***

(2)
The following is a quantum chemistry calculation of the ion H3NOP with charge -1 at a distorted geometry, from OMol25.

## Properties
- Net charge: -1
- HOMO-LUMO gap: 7.89 eV
- Lowest unoccupied orbital energy: 5.31 eV

```
6
Properties=species:S:1:pos:R:3:nbo_charge:R:1
N 0.517 0.632 0.391 -0.698
O 1.372 0.090 -0.657 -0.806
P -0.336 -0.700 -0.175 0.557
H 0.982 0.451 1.288 0.306
H -0.847 -0.071 -1.321 -0.097
H -1.688 -0.403 0.474 -0.262
```

***

(3)
The following is a quantum chemistry calculation of an isolated molecule of C20H21Cl2N3O3S at a distorted geometry, from OMol25.

## Properties
- Net charge: 0
- HOMO-LUMO gap: 8.43 eV
- Lowest unoccupied orbital energy: 0.14 eV
- SMILES string: O=C(COc1ccc(Cl)cc1Cl)NC(=S)Nc1ccc(CN2CCOCC2)cc1

```
50
Properties=species:S:1:pos:R:3:nbo_charge:R:1
O 1.858 -0.670 0.687 -0.594
C 2.104 -1.770 0.240 0.662
C 3.489 -2.417 0.339 -0.165
O 4.433 -1.576 0.935 -0.478
C 4.808 -0.437 0.290 0.356
C 4.418 -0.061 -0.989 -0.293
C 4.884 1.113 -1.557 -0.203
C 5.752 1.924 -0.849 -0.059
Cl 6.337 3.385 -1.553 0.014
C 6.161 1.573 0.430 -0.226
C 5.689 0.401 0.988 -0.099
Cl 6.185 -0.056 2.569 0.035
N 1.199 -2.564 -0.394 -0.635
C -0.160 -2.318 -0.657 0.276
S -0.940 -3.530 -1.455 -0.200
N -0.627 -1.144 -0.225 -0.569
C -1.892 -0.561 -0.308 0.102
C -2.976 -1.110 -0.989 -0.189
C -4.181 -0.436 -1.019 -0.201
C -4.343 0.783 -0.374 -0.040
C -5.661 1.508 -0.444 -0.243
N -6.766 0.569 -0.374 -0.444
C -6.927 -0.060 0.928 -0.256
C -7.626 0.852 1.944 -0.089
O -8.870 1.310 1.455 -0.528
C -8.716 1.991 0.227 -0.089
C -8.047 1.091 -0.820 -0.241
C -3.261 1.323 0.309 -0.210
C -2.048 0.665 0.339 -0.183
H 3.816 -2.759 -0.653 0.199
H 3.422 -3.284 1.005 0.232
H 3.736 -0.671 -1.559 0.218
H 4.569 1.392 -2.550 0.231
H 6.837 2.202 0.986 0.243
H 1.490 -3.475 -0.729 0.431
H 0.067 -0.571 0.265 0.442
H -2.879 -2.054 -1.496 0.243
H -5.022 -0.860 -1.544 0.230
H -5.726 2.014 -1.414 0.211
H -5.689 2.286 0.336 0.172
H -5.946 -0.359 1.302 0.213
H -7.537 -0.957 0.781 0.201
H -7.845 0.308 2.863 0.197
H -6.984 1.714 2.187 0.155
H -9.720 2.274 -0.090 0.196
H -8.118 2.904 0.379 0.156
H -7.911 1.636 -1.755 0.201
H -8.697 0.230 -1.005 0.199
H -3.363 2.270 0.820 0.211
H -1.211 1.097 0.870 0.207
```